No. 1
DFT (ωB97M-V with the def2-TZVPD basis set) results for a 2-piece molecular cluster, C13H13N2 overall at a distorted geometry.

Calculated values
Net charge: +1
Electronic energy, hartree: -612.13879
HOMO (spin up / spin down), eV: -11.85 / -11.85
LUMO energy (spin up / spin down), eV: -5.98 / -5.98
Relative energy (zero: lowest compared OMol25 entry of this formula, charge and spin), eV: 7.650
Orbital gap (spin up / spin down), eV: 5.87 / 5.87

Geometry as XYZ:
```
28
C13H13N2, DFT ωB97M-V with the def2-TZVPD basis set
N 0.0108 -1.4034 0.6387
N 3.7478 0.2322 -0.2139
C 2.4973 -1.6834 0.5107
C 3.6521 -1.1215 0.0599
C -4.9913 -0.3487 -0.8181
C 5.1179 0.7780 -0.4930
C -3.7898 1.0188 0.8003
C -3.7700 -0.9699 -1.2515
C 2.6233 1.0248 -0.0153
C -1.4208 0.7234 1.1043
C -2.5808 0.2801 0.5016
C 1.4362 0.4343 0.0303
C 1.1684 -0.9854 0.3863
C -2.5943 -0.5547 -0.6961
C -4.9902 0.5852 0.2074
H 5.6469 0.4329 -1.3374
H -5.9071 -0.8429 -1.1404
H 4.7869 1.7188 -0.8171
H -3.7534 1.7699 1.5681
H -3.8390 -1.5764 -2.1670
H 2.4129 -2.6935 0.7227
H 0.5222 1.0314 0.1627
H 4.6918 -1.4285 0.1278
H 2.6311 2.0493 -0.1226
H 5.6436 0.7228 0.4179
H -1.6622 -1.0060 -0.8908
H -5.8555 0.9267 0.5833
H -1.4348 0.8858 2.1410
```

No. 2
DFT (ωB97M-V with the def2-TZVPD basis set) results for one molecule with the formula C6H10NO at a distorted geometry.

Calculated values
Electronic energy, hartree: -364.48126
HOMO (spin up / spin down), eV: -9.00 / -8.97
LUMO energy (spin up / spin down), eV: 0.79 / -1.40
Relative energy (zero: lowest compared OMol25 entry of this formula, charge and spin), eV: 0.658
2S+1: 2
Orbital gap (spin up / spin down), eV: 9.79 / 7.57

Geometry as XYZ:
```
18
C6H10NO, DFT ωB97M-V with the def2-TZVPD basis set
O 2.4980 -2.2822 -0.6207
N -1.1763 2.5419 -0.5398
C 0.1345 -1.8254 -0.2224
C -0.6214 0.4644 0.5508
C -0.8254 -1.0159 0.6545
C 1.6089 -1.4796 0.0240
C -0.0994 3.1720 -0.4383
C -1.2250 1.1607 -0.4089
H -1.8136 -1.3103 0.3075
H 1.8034 -0.4223 -0.1277
H -0.0766 4.2579 -0.3729
H -1.8944 0.6958 -1.1412
H -0.0076 1.0252 1.2535
H -0.0470 -2.8948 -0.1122
H -0.0893 -1.6953 -1.2953
H 1.7404 -1.6546 1.1111
H -0.7589 -1.3755 1.6801
H 0.8496 2.6380 -0.3023
```

No. 3
DFT (ωB97M-V with the def2-TZVPD basis set) results for an isolated ion of composition C5H10N5O2 and charge +1 at a distorted geometry.

Calculated values
Net charge: +1
Electronic energy, hartree: -620.28375
HOMO, eV: -12.68
LUMO energy, eV: -5.44
SMILES string: C[NH+](C)[C@@H](N=O)c1nonc1N
Relative energy (zero: lowest compared OMol25 entry of this formula, charge and spin), eV: 8.663
Orbital gap, eV: 7.24

Geometry as XYZ:
```
22
C5H10N5O2, DFT ωB97M-V with the def2-TZVPD basis set
O -2.7686 1.7199 -0.1857
O -0.4520 -2.3885 0.8781
N 1.1969 0.6561 -0.0738
N 0.3231 -1.4860 0.8623
N -3.4570 0.6479 -0.2388
N -2.8800 -1.7063 -0.3197
N -1.4635 1.5635 -0.1057
C 0.1535 -0.4620 -0.1954
C -1.2896 0.2227 -0.1056
C 2.3814 0.5858 -1.0199
C -2.6575 -0.4196 -0.1700
C 1.8371 0.6640 1.2546
H 3.1697 -0.0503 -0.5972
H -2.0534 -2.3115 0.0362
H 2.5443 1.5277 1.4179
H -3.8475 -2.0076 -0.2170
H 2.5782 1.7383 -1.2555
H 0.6783 1.5145 -0.3226
H 2.3406 -0.1769 1.6381
H 1.2155 0.8428 2.0865
H 0.3091 -0.7387 -1.3476
H 2.1413 0.0643 -2.0194
```

No. 4
DFT (ωB97M-V with the def2-TZVPD basis set) results for one molecule with the formula C5H8N2O at a distorted geometry.

Calculated values
Electronic energy, hartree: -379.90035
HOMO, eV: -9.27
LUMO energy, eV: 0.80
SMILES string: C=NN1C[C@H]1C(C)=O
Relative energy (zero: lowest compared OMol25 entry of this formula, charge and spin), eV: 5.111
Orbital gap, eV: 10.07

Geometry as XYZ:
```
16
C5H8N2O, DFT ωB97M-V with the def2-TZVPD basis set
O 2.8179 0.0233 -0.5610
N -1.1334 -0.5845 -0.9447
N -0.6432 0.7541 -0.8179
C 1.2146 -1.3781 0.2638
C 1.6836 -0.0491 -0.2095
C -2.1243 -0.7383 -0.1918
C 0.6851 1.1475 -0.4320
C -0.4416 1.5513 0.4050
H 0.7600 -0.9695 1.1795
H 2.2100 -1.8711 0.4031
H -0.5970 1.1326 1.4204
H 1.4263 1.9328 -0.9422
H 0.2752 -1.8187 -0.3183
H -2.8543 -1.7262 -0.3156
H -2.4874 -0.0471 0.6575
H -0.7914 2.6410 0.4037
```

No. 5
DFT (ωB97M-V with the def2-TZVPD basis set) results for C41H51BiN7O6PS2Si as an isolated structure at a distorted geometry.

Calculated values
Electronic energy, hartree: -4069.58521
HOMO, eV: -7.80
LUMO energy, eV: 0.19
Relative energy (zero: lowest compared OMol25 entry of this formula, charge and spin), eV: 1.445
Orbital gap, eV: 7.99

Geometry as XYZ:
```
110
C41H51BiN7O6PS2Si, DFT ωB97M-V with the def2-TZVPD basis set
Bi 0.3627 0.2136 0.6335
S -1.3368 -1.2900 2.5985
S 1.5126 -2.5947 1.8363
P 3.2213 2.9998 0.1708
Si -0.9509 -0.2676 -2.7922
O -0.1597 1.9413 2.0565
O -1.2320 -2.5635 1.9262
O -1.6797 2.7505 3.4465
O -0.6094 0.0461 -1.2773
O -0.1329 -0.9205 3.3278
O 2.9191 -2.1592 1.9506
N 2.9806 0.2983 -0.4987
N 4.6882 1.2850 -1.4861
N 0.5115 2.2937 -0.3837
N 0.9386 4.4342 -0.5035
N -1.7152 -0.1912 1.4673
N 3.5914 2.7632 2.9478
N 2.4121 1.1302 2.0653
C 1.2585 -3.7554 3.2695
C 3.2963 1.8882 3.9473
C 1.6239 5.6898 -0.3806
C 2.5588 0.8819 3.3783
C 1.6997 -0.5981 -3.7175
C 1.9109 -5.2497 1.4876
C 0.3841 -1.3755 -3.6575
C 3.5863 1.4454 -0.6995
C -3.4296 -0.9291 6.0310
C -0.6252 2.9314 -0.7432
C -5.3639 -1.8870 -3.0924
C -0.8852 3.5801 -5.5344
C -3.0196 -2.2197 -3.4668
C -1.9124 1.5194 -4.8624
C 4.3670 3.9650 3.0555
C -2.6551 -1.4084 3.8207
C -0.3736 4.2685 -0.8236
C -5.4697 -2.0542 6.9634
C 5.5908 2.3130 -1.9220
C -4.6617 -2.4277 4.6174
C -3.7407 -2.2387 3.6016
C 1.0169 -5.1450 2.7146
C -3.7667 -0.2371 -2.3970
C 0.0770 3.4002 -4.5558
C -1.3379 1.9862 2.5649
C 4.7645 -0.0420 -1.7766
C 3.0262 2.2619 1.8176
C 0.6153 -2.6392 -2.8284
C 1.5661 -4.0324 0.6598
C 0.0394 -1.7455 -5.1021
C -5.0761 -0.6767 -2.4842
C -2.3512 0.9987 1.9534
C -0.9631 1.3221 -3.8646
C -1.8810 2.6323 -5.6857
C 1.4522 3.2103 -0.2377
C 0.0307 2.2865 -3.7359
C -4.3260 -2.6661 -3.5721
C 3.7004 -0.6339 -1.1502
C -2.7089 -0.9882 -2.9036
C -2.5027 -0.7387 5.0206
C -4.5066 -1.7894 5.8471
H 1.7648 -6.1820 0.9409
H -3.5521 0.7115 -1.9270
H 2.1285 0.0037 3.8112
H -2.6317 2.7552 -6.4533
H 6.1302 1.9810 -2.8062
H -5.3073 -3.0590 7.3529
H 0.9310 -2.3617 -1.8257
H 5.0337 3.2176 -2.1690
H -0.0296 -5.2397 2.4215
H -5.8798 -0.0773 -2.0772
H 2.4996 5.7205 -1.0314
H 0.5701 -4.1024 0.2287
H 4.6819 4.0966 4.0880
H 0.9452 6.4928 -0.6578
H 1.6053 0.2544 -4.3863
H -0.8552 4.4489 -6.1778
H -3.3136 -0.4092 6.9716
H 1.2490 -5.9184 3.4488
H -0.1801 -0.8485 -5.6778
H 3.7770 4.8318 2.7518
H -2.8343 1.4931 1.1041
H -3.8353 -2.7336 2.6480
H -4.5320 -3.6261 -4.0259
H 0.4219 -3.3619 3.8363
H -2.2290 -2.8528 -3.8371
H -6.4972 -1.9893 6.6115
H -1.0068 5.0952 -1.0738
H 3.4102 -1.6630 -1.1306
H -5.5097 -3.0807 4.4601
H 5.5391 -0.4502 -2.3917
H 2.1769 -3.6894 3.8461
H 6.3145 2.5475 -1.1391
H 2.9549 -5.1953 1.7996
H 1.3851 -3.2738 -3.2730
H 0.8747 4.1226 -4.4441
H 5.2521 3.9058 2.4181
H -3.1132 0.7661 2.7030
H -2.6899 0.7814 -4.9978
H 2.3022 -3.8047 -0.1046
H -1.6554 -0.0848 5.1495
H 0.8899 -2.2445 -5.5688
H 2.5074 -1.2366 -4.0842
H -0.8170 -2.4082 -5.1766
H 1.9452 5.8433 0.6516
H -1.5178 2.3775 -0.9360
H 3.6316 2.0513 4.9532
H -5.3311 -1.3443 7.7742
H 0.7881 2.1503 -2.9772
H -6.3872 -2.2253 -3.1902
H -0.2988 -3.2203 -2.7441
H 1.9641 -0.2376 -2.7286
```

No. 6
DFT (ωB97M-V with the def2-TZVPD basis set) results for C37H47BGeN10Rh as an isolated structure.

Calculated values
Net charge: +2
Electronic energy, hartree: -4197.48371
HOMO (spin up / spin down), eV: -12.31 / -12.80
LUMO energy (spin up / spin down), eV: -4.80 / -7.34
Relative energy (zero: lowest compared OMol25 entry of this formula, charge and spin), eV: 0.000
2S+1: 6
Orbital gap (spin up / spin down), eV: 7.52 / 5.46

Geometry as XYZ:
```
97
C37H47BGeN10Rh, DFT ωB97M-V with the def2-TZVPD basis set
Rh -1.4342 0.5207 -0.0853
Ge 1.3000 -0.1402 0.2850
N 0.7663 -2.7661 1.2885
N -3.4126 0.1398 -2.2728
N -2.7376 -0.6539 -1.4016
N -3.9271 2.0301 -0.7165
N -1.0753 2.1141 -1.4676
N -3.1846 1.6762 0.3532
N 1.7244 -4.4048 -0.0806
N 2.3974 -6.2899 -1.1694
N -2.0778 2.3072 -2.3616
N 3.4388 -5.7481 0.8126
C 0.6860 3.4118 0.5851
C -3.8079 2.0947 1.4575
C 3.1038 -0.9595 -3.4216
C 1.4730 -3.8240 1.0348
C -4.2215 -0.6050 -3.0292
C 5.8439 1.2882 -2.3196
C 3.2397 -0.5218 2.4147
C -3.3835 -4.3913 -1.2730
C 2.2557 -0.8985 -2.3033
C -4.2338 2.1872 3.9213
C -2.7771 -3.0915 -0.7545
C 4.1591 1.4472 -0.1092
C 1.9641 -0.0359 2.1140
C -5.0216 2.6727 -0.2930
C 0.2448 -1.8510 0.2568
C 6.1809 2.0859 -1.2614
C 2.8686 -0.1117 4.7533
C -3.2183 1.8846 2.8244
C 1.1572 0.4160 3.1527
C -4.0940 -1.9241 -2.6456
C 5.3233 2.1678 -0.1488
C -2.6762 0.4654 2.9784
C 3.6885 -0.5610 3.7253
C 2.0128 4.2949 -1.3561
C 1.0991 3.1755 -0.8686
C -3.1976 -2.8549 0.7003
C 1.6042 0.3801 4.4657
C 2.5774 -0.1601 -1.1842
C -0.1117 3.0182 -1.7360
C -1.7436 3.2894 -3.1954
C 3.7860 0.6054 -1.1819
C -4.9919 2.7364 1.0876
C -3.1648 -1.9148 -1.6061
C 4.6430 0.5396 -2.3073
C -0.4920 3.7722 -2.8397
C 2.5279 -5.4999 -0.1178
C 4.2787 -0.2594 -3.4173
B -3.4634 1.6770 -2.1430
H -2.3834 2.5886 2.9282
H 3.5169 1.5373 0.7594
H 2.9973 -7.0810 -1.3354
H -3.4775 -0.2723 2.9121
H 0.3396 -2.3585 -0.6987
H -3.0409 -5.2308 -0.6688
H -2.7850 -1.9285 1.1104
H -5.7241 3.1868 1.7321
H -4.5712 3.2217 3.8793
H -5.7409 3.0397 -1.0054
H 0.7205 -2.4685 2.2551
H -4.8447 -0.1393 -3.7734
H -4.4722 -4.3701 -1.2092
H 3.5128 -5.1302 1.6034
H -4.2282 2.1075 -2.9466
H -0.8281 -1.7263 0.4509
H 1.6830 -6.0773 -1.8457
H 2.8152 -1.5493 -4.2806
H 2.3495 4.1196 -2.3778
H 4.9433 -0.2900 -4.2714
H -2.4226 3.5967 -3.9728
H 3.9006 -0.8507 1.6187
H -2.1571 0.3388 3.9289
H -5.1066 1.5389 3.8303
H 4.0094 -6.5777 0.8046
H -1.9376 0.2210 2.1907
H 1.5620 3.4668 1.2339
H 6.4869 1.2214 -3.1877
H 2.8959 4.3531 -0.7202
H 0.9715 0.7483 5.2624
H 0.0369 2.6135 0.9674
H -3.1074 -4.5792 -2.3102
H 1.6748 2.2481 -0.9405
H -2.8756 -3.6822 1.3343
H -1.6926 -3.2133 -0.7962
H 0.1729 0.8229 2.9443
H -4.6164 -2.7688 -3.0551
H 4.6819 -0.9283 3.9459
H 0.1351 4.3494 0.6792
H 0.0504 4.5729 -3.3077
H 1.5085 5.2615 -1.3172
H 1.3200 -1.4440 -2.3575
H 7.0976 2.6586 -1.2740
H -3.7928 2.0231 4.9038
H 5.5880 2.8086 0.6820
H 3.2214 -0.1353 5.7755
H -4.2827 -2.7741 0.7758
```

No. 7
DFT (ωB97M-V with the def2-TZVPD basis set) results for a 2-piece molecular cluster, C3H2NO2S overall at a distorted geometry.

Calculated values
Net charge: -1
Electronic energy, hartree: -718.88022
HOMO, eV: -1.84
LUMO energy, eV: 2.96
Relative energy (zero: lowest compared OMol25 entry of this formula, charge and spin), eV: 3.479
Orbital gap, eV: 4.80

Geometry as XYZ:
```
9
C3H2NO2S, DFT ωB97M-V with the def2-TZVPD basis set
S 0.6672 2.2188 0.5859
O 0.6515 -1.8030 -2.0077
O -2.0814 2.2869 0.5002
N 1.0953 -1.2573 0.3683
C 0.3871 -1.5301 -0.8602
C -0.4442 -1.2894 0.1739
C -0.9149 2.2299 0.5227
H -0.9906 -0.4745 0.4097
H 1.6299 -0.3811 0.3073
```

No. 8
DFT (ωB97M-V with the def2-TZVPD basis set) results for C30H58KN4O2PSiTe as an isolated structure.

Calculated values
Electronic energy, hartree: -3046.21140
HOMO, eV: -5.30
LUMO energy, eV: 0.06
Relative energy (zero: lowest compared OMol25 entry of this formula, charge and spin), eV: 0.167
Orbital gap, eV: 5.35

Geometry as XYZ:
```
98
C30H58KN4O2PSiTe, DFT ωB97M-V with the def2-TZVPD basis set
Te 0.1100 -3.9822 1.0888
K -0.2984 -0.6861 -0.3357
P -3.6183 -1.2102 1.5052
Si -0.7839 2.2345 -1.7524
O 2.2828 -2.6383 2.8285
O -2.4603 -1.3212 0.5562
N 5.5588 0.8537 -0.7871
N 3.9890 2.5384 0.0114
N 3.1774 0.3318 -0.6397
N 3.9926 1.8882 -2.3347
C 4.5507 -0.1682 -0.5020
C -4.8235 -5.9796 0.7237
C 3.0152 1.4754 0.2697
C -5.0284 -2.2055 1.0281
C -3.1894 -1.7535 3.1609
C 3.8070 2.9837 -1.3765
C 5.3353 1.3437 -2.1530
C 3.5111 -2.8855 2.1478
C -2.5837 1.4916 -1.8585
C -1.1178 -4.8770 2.5950
C 3.0168 0.8409 -2.0167
C -2.5814 -5.0943 0.5610
C 2.4079 -1.4361 3.5954
C -2.0602 4.8657 -1.1996
C -1.8021 3.3215 -4.3211
C -1.7086 3.2948 0.6832
C -2.4366 -5.2131 1.9422
C -3.7759 -5.4921 -0.0388
C -0.5460 2.7849 -3.6251
C 5.3322 1.9727 0.1358
C 3.8910 -1.0453 3.5844
C 0.5661 3.8278 -3.7600
C -0.1082 1.5281 -4.3895
C -4.2438 0.4579 1.6907
C -4.6906 -6.0663 2.1059
C -3.5021 -5.6874 2.7075
C -1.1042 3.8185 -0.6252
C -1.4515 -4.5415 -0.2707
C 0.2082 4.5244 -0.2750
C 4.5792 -2.3076 3.0592
H 0.8175 3.9926 -4.8163
H 4.7833 -3.0038 3.8739
H 3.5048 -2.3857 1.1723
H 3.1464 0.0110 -2.7165
H -4.6019 0.8157 0.7252
H -3.3903 -5.7686 3.7825
H 0.6556 5.0111 -1.1434
H -0.6219 -5.7776 2.9520
H -3.0240 4.4300 -1.4757
H 0.8423 1.1390 -4.0138
H 1.7780 -0.6548 3.1601
H 5.4760 1.6207 1.1610
H 2.0460 -1.6513 4.6020
H 4.2461 -0.7444 4.5683
H 1.4816 3.5069 -3.2550
H 4.7017 -0.5157 0.5198
H -2.8392 -2.7829 3.0924
H -0.8499 0.7279 -4.3097
H -1.7821 -3.6681 -0.8316
H -2.2548 5.6592 -0.4640
H -1.0805 -5.2866 -0.9731
H -3.4333 1.1076 2.0233
H 0.9422 3.8269 0.1294
H -1.6422 5.3455 -2.0850
H -1.0306 2.5878 1.1758
H -1.8947 4.1219 1.3810
H -4.0465 -1.7046 3.8329
H 6.0705 2.1211 -2.3710
H -2.3856 -1.1255 3.5468
H -2.1862 4.2247 -3.8491
H -5.3379 -1.9193 0.0223
H 5.5137 -2.0969 2.5381
H -2.6061 2.5818 -4.3258
H 4.6936 -1.0095 -1.1852
H 4.0593 -0.2132 2.9023
H -3.3637 2.2250 -2.0962
H -2.6230 0.7179 -2.6339
H 0.0212 1.7548 -5.4562
H 3.1403 1.1299 1.2989
H -5.7450 -6.2839 0.2450
H -5.8579 -2.0582 1.7200
H -3.8830 -5.4081 -1.1139
H -2.8667 1.0013 -0.9236
H 2.0043 1.2415 -2.1103
H -5.5081 -6.4368 2.7103
H 2.8016 3.3852 -1.4860
H 3.5934 -3.9602 1.9927
H -4.7372 -3.2570 1.0254
H -1.5800 3.5673 -5.3690
H 0.2669 4.7912 -3.3417
H 4.5294 3.7733 -1.5934
H -1.2348 -4.2015 3.4413
H -2.6598 2.7878 0.5061
H 2.0035 1.8644 0.1409
H -5.0567 0.4857 2.4168
H 0.0391 5.3002 0.4846
H 5.4814 0.5176 -2.8522
H 6.0678 2.7525 -0.0709
```

> What is the relative energy (zero: lowest compared OMol25 entry of this formula, charge and spin) in the fourth record?

5.111 eV

> Among the records above, which one has the lowest electronic energy?

C37H47BGeN10Rh

> Look up the relative energy (zero: lowest compared OMol25 entry of this formula, charge and spin) of the third one.

8.663 eV

> What is the electronic energy in the fourth record?

-379.90035 hartree